(w)
Entry from the Open Molecules 2025 dataset: an isolated molecule of C5H14N2 (ωB97M-V with the def2-TZVPD basis set).

Each line ends with the Löwdin charge.
Positions of all 21 atoms, in Å:
C: -1.619 -0.677 -1.302  -0.084
C: -1.327 -0.889 0.207  -0.406
C: 0.120 -0.876 0.558  -0.208
C: 0.699 0.558 0.799  -0.239
C: 2.532 2.206 -0.208  -0.125
N: 1.557 1.020 -0.330  -0.136
N: -2.040 -2.347 0.476  0.036
H: -1.446 0.402 -1.715  0.101
H: -1.056 -1.391 -1.874  0.062
H: -2.695 -0.815 -1.418  0.060
H: -1.593 -0.072 0.820  0.090
H: 0.538 -1.389 -0.357  0.120
H: 0.380 -1.500 1.486  0.125
H: 1.106 0.614 1.836  0.115
H: -0.111 1.322 0.869  0.103
H: 3.567 1.855 -0.469  0.065
H: 2.643 2.798 0.735  0.072
H: 2.327 2.983 -0.953  0.051
H: 0.978 1.090 -1.238  0.121
H: -2.970 -2.155 0.738  0.016
H: -1.591 -2.738 1.340  0.059

- highest occupied orbital energy (eV) = -8.401
- structure (SMILES) = CNCC[C@@H](C)N

---

(x)
Entry from the Open Molecules 2025 dataset: a cluster of 2 separate species, C5H14N2 in total (ωB97M-V with the def2-TZVPD basis set).

Each line ends with the Löwdin charge.
Positions of all 21 atoms, in Å:
C: 2.162 0.391 -1.197  -0.044
C: 2.061 -0.918 -0.965  -0.304
N: 1.289 -1.750 -1.806  0.026
H: 1.539 0.866 -1.945  0.054
H: 2.881 1.020 -0.682  0.050
H: 2.613 -1.445 -0.198  0.101
H: 0.563 -1.234 -2.282  0.075
H: 0.902 -2.536 -1.299  0.069
C: -1.319 -0.888 0.949  -0.082
C: -1.151 0.601 0.558  -0.518
C: -2.467 1.297 0.875  -0.096
N: -0.069 1.284 1.272  0.025
H: -2.115 -1.299 0.316  0.073
H: -0.384 -1.428 0.771  0.051
H: -1.614 -0.970 1.994  0.072
H: -0.922 0.676 -0.510  0.117
H: -2.394 2.354 0.596  0.075
H: -3.306 0.896 0.298  0.075
H: -2.730 1.252 1.935  0.076
H: 0.796 0.773 1.138  0.038
H: -0.271 1.345 2.263  0.066

- highest occupied orbital energy (eV) = -8.573
- structure (SMILES) = CC(C)N.C=CN

---

(y)
Entry from the Open Molecules 2025 dataset: a cluster of 2 separate species, C5H14N2 in total (ωB97M-V with the def2-TZVPD basis set).

Each line ends with the Löwdin charge.
Positions of all 21 atoms, in Å:
C: -0.135 0.517 2.638  -0.073
C: -0.322 0.150 1.157  -0.616
C: 1.018 0.371 0.381  -0.224
C: 0.901 0.741 -1.153  -0.259
C: -0.267 0.252 -2.052  -0.315
N: -0.345 -1.226 -1.938  -0.038
N: -0.710 -1.174 0.850  0.140
H: -0.894 0.219 3.359  0.071
H: 0.847 0.069 2.942  0.095
H: -0.017 1.618 2.704  0.072
H: -0.410 2.167 0.510  0.257
H: 1.693 1.128 0.853  0.113
H: 1.627 -0.593 0.330  0.127
H: 1.899 0.382 -1.666  0.131
H: 0.950 1.855 -1.379  0.091
H: -1.268 0.819 -1.689  0.127
H: -0.010 0.574 -3.065  0.092
H: -1.176 -1.581 -2.442  0.064
H: -0.657 -1.397 -0.962  -0.001
H: -0.982 0.876 0.699  0.062
H: -1.387 -1.525 1.587  0.085

- highest occupied orbital energy (eV) = -8.537

---

Which one sits at the bottom of the stability order? (y) does.

---

(w)
Entry from the Open Molecules 2025 dataset: an isolated molecule of C5H14N2 (ωB97M-V with the def2-TZVPD basis set).

Each line ends with the Löwdin charge.
Positions of all 21 atoms, in Å:
C: 1.116 1.513 -1.090  -0.101
N: 0.443 1.226 0.187  -0.286
C: 1.475 0.962 1.221  -0.082
C: -0.947 1.002 0.342  -0.205
C: -1.405 -0.236 -0.525  -0.216
N: -1.338 -1.471 0.241  -0.131
C: -0.273 -2.481 0.043  -0.120
H: 1.937 0.791 -1.127  0.073
H: 1.477 2.530 -1.236  0.072
H: 0.544 1.237 -2.000  0.074
H: 2.347 1.599 1.339  0.076
H: 0.936 1.269 2.140  0.082
H: 1.676 -0.103 1.188  0.068
H: -1.142 0.794 1.396  0.107
H: -1.622 1.861 0.116  0.108
H: -0.725 -0.272 -1.385  0.088
H: -2.385 -0.062 -0.970  0.104
H: -2.126 -2.050 -0.018  0.083
H: 0.663 -2.023 -0.279  0.065
H: -0.017 -2.825 1.045  0.068
H: -0.635 -3.262 -0.627  0.073

- highest occupied orbital energy (eV) = -7.523
- structure (SMILES) = CNCCN(C)C

---

(x)
Entry from the Open Molecules 2025 dataset: an isolated molecule of C5H14N2 (ωB97M-V with the def2-TZVPD basis set).

Each line ends with the Löwdin charge.
Positions of all 21 atoms, in Å:
N: -2.286 -0.343 1.645  0.015
C: -1.498 -0.252 0.417  -0.467
C: -2.071 0.965 -0.305  -0.074
C: -0.024 -0.282 0.747  -0.223
N: 0.787 -0.358 -0.455  -0.075
C: 2.038 0.420 -0.509  -0.303
C: 3.000 -0.208 -1.508  -0.106
H: -2.404 -1.230 2.096  0.062
H: -3.154 0.162 1.623  0.055
H: -1.673 -1.174 -0.205  0.139
H: -1.410 1.251 -1.129  0.071
H: -2.160 1.789 0.419  0.080
H: -3.067 0.774 -0.713  0.074
H: 0.247 0.606 1.330  0.124
H: 0.103 -1.137 1.397  0.109
H: 1.067 -1.311 -0.650  0.097
H: 2.552 0.599 0.442  0.102
H: 1.764 1.454 -0.764  0.107
H: 2.429 -0.392 -2.440  0.078
H: 3.732 0.554 -1.741  0.066
H: 3.374 -1.198 -1.276  0.067

- highest occupied orbital energy (eV) = -8.637
- structure (SMILES) = CCNC[C@H](C)N

---

Which one sits at the bottom of the stability order? (w) does.

---

(w)
Entry from the Open Molecules 2025 dataset: a structure of composition C5H14N2 (ωB97M-V with the def2-TZVPD basis set).

Each line ends with the Löwdin charge.
Positions of all 21 atoms, in Å:
C: -1.122 1.449 0.502  -0.066
C: -0.091 0.669 -1.684  -0.056
C: -0.519 0.304 -0.281  -0.580
N: -1.827 -1.208 1.000  -0.034
N: -1.254 -0.916 -0.295  -0.096
H: -1.751 -2.212 1.131  0.066
H: -2.820 -0.984 0.966  0.071
H: -1.281 1.167 1.540  0.069
H: -2.092 1.690 0.058  0.088
H: -0.492 2.336 0.458  0.079
H: -0.978 0.964 -2.248  0.086
H: 0.617 1.496 -1.678  0.086
H: 0.354 -0.189 -2.186  0.080
C: 2.208 -0.921 0.053  -0.143
C: 1.185 0.022 0.664  -0.170
H: 1.814 -1.939 -0.018  0.071
H: 3.117 -0.971 0.660  0.072
H: 2.486 -0.607 -0.955  0.066
H: 1.544 1.049 0.651  0.080
H: 0.929 -0.232 1.693  0.084
H: -0.025 -0.967 -0.030  0.146

- highest occupied orbital energy (eV) = -7.731

---

(x)
Entry from the Open Molecules 2025 dataset: an isolated molecule of C5H14N2 (ωB97M-V with the def2-TZVPD basis set).

Each line ends with the Löwdin charge.
Positions of all 21 atoms, in Å:
C: -0.200 -2.492 0.220  -0.035
C: 0.169 -1.039 0.848  -0.404
C: -0.545 0.219 0.650  -0.147
C: 0.363 1.315 -0.063  -0.170
C: 0.228 1.827 -2.506  -0.141
N: -0.502 1.750 -1.217  -0.158
N: 0.397 -1.434 2.238  -0.002
H: -0.994 -2.436 -0.453  0.036
H: -0.438 -3.261 0.910  0.051
H: 0.704 -2.677 -0.320  0.055
H: 1.249 -1.019 0.481  0.128
H: -1.368 0.076 0.026  0.083
H: -1.057 0.668 1.429  0.088
H: 0.527 2.218 0.592  0.118
H: 1.350 1.029 -0.412  0.095
H: 1.196 2.360 -2.426  0.080
H: 0.352 0.755 -2.722  0.076
H: -0.366 2.092 -3.351  0.057
H: -0.871 2.687 -1.040  0.092
H: -0.450 -1.408 2.831  0.087
H: 0.809 -2.270 2.409  0.010

- highest occupied orbital energy (eV) = -8.251
- structure (SMILES) = CNCC[C@H](C)N

---

(y)
Entry from the Open Molecules 2025 dataset: an isolated molecule of C5H14N2 (ωB97M-V with the def2-TZVPD basis set).

Each line ends with the Löwdin charge.
Positions of all 21 atoms, in Å:
N: -2.376 -1.239 -0.222  0.022
C: -0.987 -0.994 0.202  -0.436
C: -0.975 -0.339 1.601  -0.067
C: -0.354 -0.033 -0.818  -0.170
N: 0.898 0.541 -0.340  -0.312
C: 1.984 -0.399 -0.255  -0.092
C: 1.250 1.890 -0.649  -0.115
H: -2.940 -1.506 0.576  0.063
H: -2.754 -0.358 -0.553  0.058
H: -0.455 -1.936 0.264  0.122
H: 0.024 -0.048 1.902  0.063
H: -1.354 -1.064 2.324  0.070
H: -1.706 0.464 1.536  0.077
H: -0.998 0.795 -1.105  0.120
H: -0.030 -0.688 -1.640  0.115
H: 1.832 -1.096 0.576  0.079
H: 1.993 -1.017 -1.157  0.080
H: 2.933 0.110 -0.129  0.083
H: 0.369 2.534 -0.656  0.078
H: 1.765 2.074 -1.605  0.080
H: 1.879 2.309 0.146  0.082

- highest occupied orbital energy (eV) = -7.954
- structure (SMILES) = C[C@@H](N)CN(C)C

---

Which one sits at the bottom of the stability order? (w) does.

---

(w)
Entry from the Open Molecules 2025 dataset: an isolated molecule of C5H14N2 (ωB97M-V with the def2-TZVPD basis set).

Each line ends with the Löwdin charge.
Positions of all 21 atoms, in Å:
C: 2.227 -0.072 0.231  -0.284
C: 0.971 0.739 0.624  -0.211
C: -0.083 -0.228 1.137  -0.218
C: -0.971 -0.809 -0.039  -0.190
C: -1.577 0.316 -0.913  -0.302
N: -2.459 1.312 -0.213  -0.062
N: 1.906 -1.187 -0.642  -0.018
H: 2.909 0.678 -0.423  0.147
H: 2.734 -0.555 1.176  0.134
H: 0.575 1.211 -0.248  0.069
H: 1.223 1.548 1.373  0.129
H: -0.703 0.327 1.804  0.074
H: 0.139 -1.226 1.672  0.134
H: -0.073 -1.171 -0.513  0.049
H: -1.566 -1.674 -0.028  0.086
H: -0.732 0.880 -1.486  0.119
H: -2.219 -0.043 -1.730  0.089
H: -3.271 0.761 0.140  0.061
H: -2.916 2.066 -0.916  0.118
H: 2.752 -1.517 -1.047  0.070
H: 1.616 -1.831 -0.032  0.007

- highest occupied orbital energy (eV) = -8.939
- structure (SMILES) = NCCCCCN

---

(x)
Entry from the Open Molecules 2025 dataset: an isolated molecule of C5H14N2 (ωB97M-V with the def2-TZVPD basis set).

Each line ends with the Löwdin charge.
Positions of all 21 atoms, in Å:
C: -0.423 -1.212 -1.654  -0.062
C: -0.094 -0.770 -0.244  -0.449
C: 1.396 -0.416 -0.078  -0.228
C: 2.313 -1.555 -0.586  -0.111
N: -0.964 0.288 0.201  -0.049
C: -0.567 1.327 1.155  -0.331
N: -1.599 2.340 1.332  0.016
H: -0.386 -0.366 -2.346  0.087
H: 0.224 -2.008 -1.997  0.064
H: -1.462 -1.557 -1.678  0.082
H: -0.182 -1.639 0.428  0.135
H: 1.564 -0.497 0.995  0.106
H: 1.662 0.489 -0.621  0.113
H: 3.209 -1.614 0.018  0.068
H: 1.707 -2.455 -0.455  0.065
H: 2.453 -1.570 -1.663  0.067
H: -1.547 0.659 -0.534  0.094
H: -0.298 0.850 2.105  0.114
H: 0.420 1.687 0.836  0.094
H: -2.256 1.831 1.922  0.068
H: -2.071 2.387 0.432  0.058

- highest occupied orbital energy (eV) = -8.340
- structure (SMILES) = CC[C@H](C)NCN

---

(y)
Entry from the Open Molecules 2025 dataset: a cluster of 2 separate species, C5H14N2 in total (ωB97M-V with the def2-TZVPD basis set).

Each line ends with the Löwdin charge.
Positions of all 21 atoms, in Å:
C: -1.783 2.340 -0.603  -0.162
N: -2.087 0.950 -0.883  -0.189
C: -1.681 0.544 -2.216  -0.159
H: -0.707 2.473 -0.519  0.071
H: -2.146 3.038 -1.371  0.070
H: -2.227 2.634 0.350  0.074
H: -3.069 0.769 -0.734  0.089
H: -1.906 1.302 -2.977  0.069
H: -2.171 -0.382 -2.502  0.071
H: -0.604 0.363 -2.228  0.068
C: 3.123 -0.074 0.835  -0.125
C: 1.889 -0.877 0.532  -0.192
C: 1.049 -1.286 1.476  -0.246
N: -0.152 -1.989 1.282  0.026
H: 3.134 0.206 1.889  0.066
H: 4.023 -0.651 0.628  0.062
H: 3.178 0.831 0.228  0.063
H: 1.693 -1.146 -0.502  0.092
H: 1.229 -0.995 2.505  0.107
H: -0.344 -2.625 2.044  0.070
H: -0.150 -2.520 0.420  0.076

- highest occupied orbital energy (eV) = -7.942
- structure (SMILES) = C/C=C/N.CNC

---

Which one sits at the bottom of the stability order? (w) does.